1.
{
  "formula": "C6H10O2",
  "method": "the ωB97M-V functional and the def2-TZVPD basis",
  "gap_ev": 10.6,
  "e_homo_ev": -9.8,
  "e_above_lowest_ev": 2.4709,
  "multiplicity": 1,
  "max_force_ev_per_a": 3.7,
  "e_tot_ha": -385.01159,
  "elements": ["C", "C", "O", "C", "C", "C", "C", "O", "H", "H", "H", "H", "H", "H", "H", "H", "H", "H"],
  "coordinates": [[1.100, 0.935, -2.138], [1.272, 0.947, -0.637], [2.302, 0.685, -0.078], [-0.033, 1.345, 0.089], [-1.022, 0.584, 0.551], [-0.834, -0.886, 0.768], [0.079, -1.036, 2.013], [-0.291, -1.467, -0.375], [1.166, -0.126, -2.536], [1.935, 1.415, -2.554], [0.359, 1.669, -2.559], [-0.109, 2.506, -0.049], [-1.785, 1.255, 0.872], [-1.697, -1.438, 0.985], [0.990, -0.663, 1.733], [0.238, -2.027, 2.097], [-0.254, -0.699, 2.982], [-0.014, -0.823, -1.005]]
}



2.
{
  "formula": "C6H10O2",
  "method": "the ωB97M-V functional and the def2-TZVPD basis",
  "gap_ev": 9.9,
  "e_homo_ev": -9.2,
  "e_above_lowest_ev": 5.8543,
  "multiplicity": 1,
  "max_force_ev_per_a": 7.1,
  "e_tot_ha": -384.88726,
  "elements": ["C", "C", "C", "C", "C", "C", "H", "H", "H", "H", "H", "H", "H", "H", "H", "H", "O", "O"],
  "coordinates": [[1.739, 0.925, 1.051], [-0.109, -0.293, -0.058], [0.184, -1.872, -0.513], [-0.250, 0.733, -1.062], [-1.691, 0.743, -0.827], [-1.485, -0.084, 0.497], [2.828, 1.431, 0.433], [2.392, 0.416, 1.834], [1.000, 1.840, 1.401], [1.460, -1.867, -0.512], [-0.115, -2.444, 0.571], [-0.566, -2.187, -1.275], [0.057, 0.557, -2.025], [0.104, 1.747, -0.442], [-2.268, -0.898, 0.435], [-1.755, 0.524, 1.276], [1.043, -0.231, 0.725], [-2.567, 0.959, -1.511]]
}



3.
{
  "formula": "C6H10O2",
  "method": "the ωB97M-V functional and the def2-TZVPD basis",
  "gap_ev": 9.5,
  "e_homo_ev": -8.9,
  "e_above_lowest_ev": 7.9857,
  "multiplicity": 1,
  "max_force_ev_per_a": 5.1,
  "e_tot_ha": -384.80893,
  "elements": ["C", "C", "O", "C", "C", "O", "C", "C", "H", "H", "H", "H", "H", "H", "H", "H", "H", "H"],
  "coordinates": [[-0.270, 1.382, -0.007], [-1.572, 1.020, -0.146], [-2.321, -0.202, -0.446], [-1.563, -1.665, 0.203], [-0.052, -1.132, 0.074], [1.362, -1.575, -0.156], [1.909, -0.297, -0.456], [1.188, 0.886, 0.355], [-0.037, 2.473, -0.185], [-2.200, 1.768, -0.317], [-1.847, -2.576, -0.373], [-1.951, -1.610, 1.404], [-0.283, -0.466, -0.803], [0.149, -0.633, 1.081], [3.046, 0.027, -0.299], [1.734, -0.029, -1.614], [1.679, 1.940, 0.233], [1.030, 0.688, 1.450]]
}



4.
{
  "formula": "C6H10O2",
  "method": "the ωB97M-V functional and the def2-TZVPD basis",
  "gap_ev": 8.9,
  "e_homo_ev": -8.1,
  "e_above_lowest_ev": 3.7961,
  "multiplicity": 1,
  "max_force_ev_per_a": 2.5,
  "e_tot_ha": -384.96289,
  "elements": ["C", "C", "C", "C", "C", "O", "O", "C", "H", "H", "H", "H", "H", "H", "H", "H", "H", "H"],
  "coordinates": [[2.482, 0.849, 0.312], [1.255, 0.748, -0.148], [0.118, 1.077, -0.776], [-0.984, 0.281, -0.191], [-1.779, 0.858, 0.954], [-1.820, -0.331, -1.082], [0.090, -0.715, 0.610], [0.392, -1.920, -0.066], [2.868, 1.809, 0.625], [3.148, 0.000, 0.366], [0.012, 1.618, -1.704], [-1.104, 1.231, 1.719], [-2.379, 1.686, 0.574], [-2.433, 0.097, 1.376], [-1.308, -0.576, -1.866], [1.194, -2.416, 0.482], [0.723, -1.710, -1.092], [-0.476, -2.584, -0.091]]
}



5.
{
  "formula": "C6H10O2",
  "method": "the ωB97M-V functional and the def2-TZVPD basis",
  "gap_ev": 9.7,
  "e_homo_ev": -9.1,
  "e_above_lowest_ev": 2.0457,
  "multiplicity": 1,
  "max_force_ev_per_a": 6.1,
  "e_tot_ha": -385.02722,
  "elements": ["C", "C", "C", "C", "C", "C", "H", "H", "H", "H", "H", "H", "O", "H", "H", "O", "H", "H"],
  "coordinates": [[1.154, -1.537, -0.431], [1.336, -0.997, 0.799], [0.210, -0.609, 1.467], [-1.037, -0.294, 0.992], [-1.183, -0.507, -0.386], [-0.252, -1.352, -0.949], [2.007, -1.882, -1.055], [2.275, -1.014, 1.268], [0.363, -0.438, 2.628], [-1.864, 0.199, 1.593], [-2.055, -0.217, -0.988], [-0.474, -1.800, -1.857], [1.618, 1.270, -0.044], [1.360, 0.890, -0.864], [1.075, 2.117, -0.050], [-1.233, 2.443, -0.808], [-2.079, 2.249, -0.246], [-1.220, 1.479, -1.068]]
}



6.
{
  "formula": "C6H10O2",
  "method": "the ωB97M-V functional and the def2-TZVPD basis",
  "gap_ev": 10.2,
  "e_homo_ev": -9.4,
  "e_above_lowest_ev": 4.5914,
  "multiplicity": 1,
  "max_force_ev_per_a": 5.7,
  "e_tot_ha": -384.93366,
  "elements": ["C", "C", "O", "C", "C", "C", "C", "O", "H", "H", "H", "H", "H", "H", "H", "H", "H", "H"],
  "coordinates": [[0.545, -1.121, 1.063], [-0.059, -1.849, -0.094], [-1.085, -2.575, 0.290], [-0.522, -0.817, -1.144], [-0.174, 0.507, -1.210], [0.753, 1.307, -0.432], [-0.013, 2.427, 0.368], [0.866, 2.657, -0.953], [1.546, -0.817, 0.994], [-0.091, -0.065, 1.242], [0.450, -1.830, 2.122], [0.698, -2.384, -0.498], [-1.700, -1.962, 0.580], [-1.470, -0.999, -1.720], [-0.705, 1.068, -1.986], [1.688, 0.914, -0.086], [0.440, 3.020, 1.219], [-1.167, 2.518, 0.246]]
}



7.
{
  "formula": "C6H10O3",
  "method": "the ωB97M-V functional and the def2-TZVPD basis",
  "gap_ev": 9.8,
  "e_homo_ev": -9.1,
  "e_above_lowest_ev": 4.6707,
  "multiplicity": 1,
  "max_force_ev_per_a": 3.7,
  "e_tot_ha": -460.17877,
  "elements": ["C", "C", "C", "C", "C", "C", "O", "O", "O", "H", "H", "H", "H", "H", "H", "H", "H", "H", "H"],
  "coordinates": [[1.918, 1.200, 0.488], [1.043, 0.213, 0.698], [-0.546, 0.108, -0.013], [-1.637, 0.262, 1.036], [-0.670, 1.107, -1.154], [-0.370, -1.279, -0.473], [-0.955, -2.310, -0.241], [1.072, -1.312, -0.815], [1.590, -2.681, -0.850], [2.628, 1.459, 1.267], [1.938, 1.791, -0.418], [1.088, -0.389, 1.602], [-2.632, 0.234, 0.578], [-1.521, 1.221, 1.554], [-1.598, -0.536, 1.784], [-0.524, 2.125, -0.774], [0.071, 0.937, -1.939], [-1.660, 1.039, -1.618], [0.765, -3.190, -0.713]]
}



8.
{
  "formula": "C6H10O5",
  "method": "the ωB97M-V functional and the def2-TZVPD basis",
  "gap_ev": 9.9,
  "e_homo_ev": -9.7,
  "e_above_lowest_ev": 10.9426,
  "multiplicity": 1,
  "max_force_ev_per_a": 9.3,
  "e_tot_ha": -610.44046,
  "elements": ["C", "C", "C", "C", "C", "C", "H", "H", "H", "H", "H", "H", "H", "H", "H", "H", "O", "O", "O", "O", "O"],
  "coordinates": [[-1.749, 0.185, 0.105], [-0.924, -0.542, -0.879], [-0.085, -1.460, -0.048], [1.059, -0.798, -0.133], [0.764, 0.520, 0.562], [-0.718, 1.291, 0.362], [-2.259, -1.724, 0.838], [-2.627, 0.659, -0.385], [-0.415, 0.102, -1.554], [-0.577, -1.198, 0.983], [1.367, -0.884, -1.366], [3.136, -1.858, 0.130], [1.145, 0.325, 1.615], [2.622, 0.755, -0.502], [-0.914, 2.193, 1.079], [-0.064, 2.512, -0.610], [-2.196, -0.464, 1.342], [-0.920, -1.895, -1.130], [2.253, -1.199, 0.527], [1.907, 1.509, -0.064], [-0.804, 1.973, -0.870]]
}



9.
{
  "formula": "C6H10O6",
  "method": "the ωB97M-V functional and the def2-TZVPD basis",
  "gap_ev": 8.6,
  "e_homo_ev": -8.1,
  "e_above_lowest_ev": 1.3899,
  "multiplicity": 1,
  "max_force_ev_per_a": 4.2,
  "e_tot_ha": -686.01647,
  "elements": ["O", "C", "O", "C", "O", "O", "C", "C", "C", "O", "C", "O", "H", "H", "H", "H", "H", "H", "H", "H", "H", "H"],
  "coordinates": [[-1.960, 0.298, -0.783], [-1.081, 1.057, -0.629], [-0.760, 1.959, -1.590], [-0.241, 1.315, 0.626], [-0.767, 2.487, 1.163], [1.092, 1.455, 0.232], [-0.285, 0.125, 1.623], [0.683, -0.937, 1.193], [0.408, -1.454, -0.234], [-0.795, -2.029, -0.499], [1.255, -1.321, -1.229], [1.020, -1.553, -2.568], [-1.239, 1.883, -2.365], [-0.258, 2.480, 1.918], [1.066, 1.769, -0.719], [-1.271, -0.454, 1.381], [-0.302, 0.317, 2.748], [0.596, -1.867, 1.930], [1.810, -0.731, 1.182], [-1.347, -1.890, 0.348], [2.261, -0.957, -1.093], [0.118, -1.952, -2.636]]
}



10.
{
  "formula": "C6H10S",
  "method": "the ωB97M-V functional and the def2-TZVPD basis",
  "gap_ev": [9.4, 5.3],
  "e_homo_ev": [-9.5, -7.5],
  "e_above_lowest_ev": 5.9727,
  "multiplicity": 1,
  "max_force_ev_per_a": 2.7,
  "e_tot_ha": -632.59000,
  "elements": ["C", "C", "C", "C", "C", "C", "S", "H", "H", "H", "H", "H", "H", "H", "H", "H", "H"],
  "coordinates": [[0.121, 0.504, 0.656], [1.374, -0.257, 0.501], [-0.471, -0.748, -1.090], [-1.096, -0.274, 0.277], [0.755, 0.070, -0.767], [-2.373, 0.551, 0.204], [4.449, 0.032, -0.115], [0.193, 1.523, 1.043], [2.345, -0.227, 0.971], [-0.244, -1.805, -0.999], [-1.104, -0.421, -1.881], [-1.183, -1.103, 1.006], [1.205, 0.704, -1.547], [-3.325, 0.054, -0.143], [-2.304, 1.523, -0.305], [-2.671, 0.732, 1.260], [4.330, -0.858, 0.931]]
}